110
Properties=species:S:1:pos:R:3 method="wB97M-V/def2-TZVPD" charge=-1 energy_ha=-5333.076639 multiplicity=1 lumo_energy_ha=0.062 homo_lumo_gap_ev=5.074 largest_force_ev_per_a=2.89
S 3.90342 0.89930 1.18702
S -8.35085 3.92311 5.58511
S 2.74352 -4.70473 -0.78707
S -4.84954 0.67347 -6.64042
S 8.62820 -2.44506 -4.08289
S 3.12352 -3.74024 5.02784
P -1.31637 2.87043 -0.85386
F -5.38306 1.65791 -0.08956
F -5.37067 3.75679 0.89365
F -6.61282 3.34427 -0.92461
O 2.89605 -4.89975 5.84862
O 3.87327 -3.81675 -0.88344
O 9.57111 -1.76706 -3.23428
O -7.22044 4.80796 5.50853
O -9.70164 4.41773 5.55769
O 2.90742 1.70719 1.83724
O -8.19091 2.77334 4.46744
O 1.39236 -4.21727 -0.80757
O 2.89926 -5.86462 -1.89961
O 2.52129 -2.44579 5.77614
O 4.72575 0.08023 2.31662
O 7.24250 -1.62252 -4.08394
O -5.14012 -0.72709 -6.48723
O 8.34088 -3.84563 -3.92570
O -6.23531 1.50000 -6.62529
O 4.83540 1.45365 0.24098
O 2.73007 -3.70424 3.64548
O -4.72219 4.60233 -2.05523
O -3.89939 1.34491 -5.79904
C 3.60252 -4.69733 -3.92671
C -8.14908 2.88346 7.00090
C 5.74694 0.76666 3.04099
C -4.42154 0.98931 -8.32675
C 6.35420 -1.77722 -2.96894
C 5.16560 1.71425 4.07432
C -4.18057 3.46722 -1.30767
C 4.82977 -3.29553 5.15023
C 0.34247 -3.16192 6.62047
C 6.85044 -1.03521 -1.74245
C 3.09739 -0.48554 0.44467
C -6.60265 2.07855 -4.27744
C 1.10846 -2.21701 5.71319
C -8.52662 3.08752 3.10895
C 2.96163 -5.72113 0.64015
C 9.07036 -2.13503 -5.76634
C -7.46515 3.94550 2.44625
C 2.55019 -5.55878 -3.25289
C -0.31218 3.79005 0.51365
C -2.85886 3.99037 -0.60857
C -5.35172 3.03165 -0.30000
C -7.11126 1.34198 -5.50309
H 0.75548 -2.28621 4.68069
H 2.13307 -6.42269 0.70987
H 10.06092 -2.55850 -5.93070
H -0.71724 -2.90161 6.64185
H -5.15502 0.51462 -8.97534
H 0.15430 4.73155 0.06527
H -9.51024 3.56413 3.05960
H 9.09645 -1.05922 -5.93168
H 0.56981 3.17464 0.89891
H -0.73054 3.76585 -1.85736
H 5.41629 -4.12587 4.75752
H 8.34379 -2.61427 -6.41910
H -1.84532 1.90825 0.13073
H 3.91266 -6.24559 0.56000
H 6.10986 -1.07480 -0.94221
H 2.54312 -1.02411 1.21178
H -7.68418 4.08175 1.38729
H -0.14561 1.98624 -1.01274
H -1.93340 2.11431 -1.93984
H 3.84549 -1.12547 -0.01963
H -2.95489 4.18515 0.50132
H 6.34114 0.00335 3.54905
H -4.80198 5.28147 -1.35682
H 6.19353 -2.83713 -2.75232
H 4.59181 -5.15073 -3.82908
H -5.67461 1.63887 -3.90873
H -2.59636 5.00150 -1.07589
H 1.56480 -5.08637 -3.29636
H 0.73975 -3.12572 7.63745
H 7.06017 0.00922 -1.98236
H -3.43361 0.56400 -8.50126
H -8.98168 2.18489 7.05106
H -0.94058 4.12443 1.39855
H 4.45627 1.19137 4.72006
H 5.00639 -2.39813 4.56002
H 3.65429 -3.70812 -3.46885
H -4.39398 2.06572 -8.48779
H -7.41230 4.93336 2.90853
H -6.39296 3.12343 -4.51556
H 7.77699 -1.47144 -1.36463
H 6.41627 1.29232 2.35375
H 4.62464 2.53317 3.59781
H -8.14171 3.52414 7.88238
H 5.07714 -3.13135 6.19775
H -8.60168 2.13779 2.57567
H -6.48577 3.48831 2.55157
H 2.40796 -0.10380 -0.30944
H -4.01681 2.61850 -2.04197
H -7.33534 2.03796 -3.46948
H 3.37340 -4.56558 -4.98586
H -8.07671 1.76016 -5.79592
H 2.47481 -6.51110 -3.78160
H 0.94110 -1.19001 6.04238
H 0.42782 -4.19432 6.27739
H 5.39181 -1.36107 -3.27299
H 2.97351 -5.06594 1.51244
H 5.95691 2.14721 4.69006
H -7.27060 0.28096 -5.28988
H -7.19968 2.35683 6.91904